No. 1
Here is 15 unconnected molecules or ions with the total composition C45H90O45 in a non-equilibrium geometry from the Open Molecules 2025 dataset. Energies are from the ωB97M-V functional and the def2-TZVPD basis.

Calculated values
E_tot (Ha): -5154.27530
Orbital gap (Ha): 0.405
ΔE to the lowest compared entry with this formula, charge and spin (kJ/mol): 750.1
2S+1: 1
Total charge: 0
HOMO energy (Ha): -0.384

Element x y z (Å)
C1 -24.124 -7.199 8.494
O1 -23.248 -7.512 7.416
C2 -23.658 -8.161 6.349
O2 -24.754 -8.636 6.276
O3 -22.659 -8.142 5.508
C3 -22.746 -9.019 4.388
H1 -24.200 -8.046 9.176
H2 -25.060 -6.735 8.183
H3 -23.583 -6.411 9.019
H4 -22.726 -10.087 4.605
H5 -21.902 -8.744 3.755
H6 -23.671 -8.790 3.858
C4 -15.201 -2.162 -1.418
O4 -15.690 -1.641 -0.122
C5 -16.907 -1.874 0.345
O5 -17.783 -2.542 -0.161
O6 -16.997 -1.263 1.588
C6 -18.080 -1.435 2.409
H7 -15.607 -3.170 -1.330
H8 -14.141 -2.375 -1.274
H9 -15.613 -1.731 -2.330
H10 -18.819 -0.650 2.250
H11 -17.870 -1.319 3.472
H12 -18.471 -2.448 2.322
C7 -17.295 3.888 4.048
O7 -18.234 2.818 3.947
C8 -18.921 2.336 5.026
O8 -18.926 2.825 6.180
O9 -19.441 1.195 4.660
C9 -19.896 0.325 5.628
H13 -17.604 4.448 4.931
H14 -17.489 4.576 3.225
H15 -16.263 3.552 4.147
H16 -19.518 0.539 6.628
H17 -19.669 -0.717 5.402
H18 -20.981 0.354 5.728
C10 -13.163 5.504 -0.086
O10 -13.596 4.066 -0.082
C11 -14.768 3.634 0.557
O11 -15.560 4.369 1.202
O12 -14.925 2.307 0.215
C12 -16.145 1.740 0.497
H19 -13.673 6.105 -0.839
H20 -12.097 5.727 -0.138
H21 -13.413 5.951 0.877
H22 -16.886 2.037 -0.245
H23 -16.518 1.927 1.503
H24 -16.063 0.679 0.261
C13 -19.647 -5.509 0.219
O13 -20.355 -6.457 -0.560
C14 -20.819 -7.624 0.022
O14 -20.454 -8.114 1.119
O15 -21.531 -8.219 -0.913
C15 -22.076 -9.504 -0.756
H25 -20.266 -5.100 1.017
H26 -19.405 -4.634 -0.384
H27 -18.730 -5.956 0.605
H28 -21.561 -10.168 -0.061
H29 -22.118 -10.004 -1.723
H30 -23.080 -9.437 -0.337
C16 -19.242 7.757 4.166
O16 -20.623 7.501 3.922
C17 -21.106 6.305 3.754
O17 -20.483 5.180 3.796
O18 -22.465 6.545 3.476
C18 -23.189 5.461 2.967
H31 -18.797 7.011 4.824
H32 -19.055 8.652 4.760
H33 -18.711 7.885 3.222
H34 -23.430 4.615 3.612
H35 -22.641 5.181 2.068
H36 -24.173 5.803 2.647
C19 -22.326 -10.191 11.269
O19 -21.316 -9.426 10.706
C20 -21.037 -9.477 9.358
O20 -21.527 -10.220 8.543
O21 -20.107 -8.532 9.058
C21 -19.645 -8.311 7.728
H37 -22.015 -11.226 11.411
H38 -23.151 -10.078 10.565
H39 -22.765 -9.766 12.171
H40 -18.700 -7.767 7.709
H41 -20.336 -7.724 7.124
H42 -19.485 -9.227 7.159
C22 -24.655 -11.727 1.342
O22 -24.339 -10.350 1.361
C23 -25.243 -9.343 1.294
O23 -26.454 -9.453 0.958
O24 -24.596 -8.233 1.778
C24 -25.280 -6.976 1.823
H43 -23.786 -12.341 1.106
H44 -25.410 -11.852 0.566
H45 -25.052 -12.057 2.302
H46 -26.310 -6.934 1.469
H47 -24.777 -6.070 1.481
H48 -25.443 -6.933 2.900
C25 -20.517 -3.429 6.713
O25 -19.834 -4.624 6.447
C26 -19.182 -4.797 5.372
O26 -18.711 -3.867 4.669
O27 -19.163 -6.070 5.130
C27 -18.852 -6.460 3.763
H49 -21.238 -3.188 5.932
H50 -19.730 -2.676 6.675
H51 -21.079 -3.428 7.647
H52 -19.635 -6.034 3.135
H53 -18.828 -7.515 3.488
H54 -17.898 -6.117 3.362
C28 -27.551 -4.226 3.313
O28 -26.850 -3.624 4.405
C29 -25.738 -4.204 4.871
O29 -25.223 -5.247 4.515
O30 -25.164 -3.349 5.785
C30 -23.888 -3.746 6.293
H55 -27.600 -3.488 2.512
H56 -28.511 -4.582 3.685
H57 -27.134 -5.132 2.872
H58 -23.362 -2.958 6.832
H59 -23.066 -4.073 5.656
H60 -23.961 -4.582 6.988
C31 -22.112 -4.267 3.330
O31 -21.672 -3.124 2.522
C32 -21.689 -1.876 2.997
O32 -21.955 -1.659 4.157
O33 -21.394 -1.002 2.016
C33 -21.498 0.390 2.226
H61 -21.598 -4.378 4.285
H62 -21.853 -5.140 2.731
H63 -23.191 -4.379 3.435
H64 -20.724 0.943 1.694
H65 -21.589 0.613 3.289
H66 -22.491 0.696 1.898
C34 -21.473 3.250 0.143
O34 -20.510 2.570 -0.650
C35 -20.813 1.691 -1.562
O35 -21.917 1.289 -1.918
O36 -19.666 1.272 -2.110
C36 -19.737 0.458 -3.338
H67 -20.974 3.373 1.104
H68 -22.291 2.599 0.450
H69 -21.693 4.218 -0.308
H70 -20.364 0.950 -4.082
H71 -20.103 -0.566 -3.267
H72 -18.749 0.322 -3.778
C37 -22.238 4.002 6.908
O37 -22.955 2.773 7.090
C38 -23.550 2.202 6.030
O38 -23.394 2.666 4.859
O39 -24.147 1.104 6.436
C39 -24.722 0.144 5.642
H73 -21.568 3.877 6.057
H74 -21.765 4.166 7.876
H75 -22.925 4.837 6.778
H76 -25.331 0.634 4.882
H77 -25.324 -0.619 6.135
H78 -24.043 -0.353 4.948
C40 -22.695 0.199 9.105
O40 -22.356 -1.160 9.016
C41 -22.436 -1.826 10.133
O41 -23.039 -1.576 11.185
O42 -21.780 -3.036 9.951
C42 -21.612 -4.009 11.069
H79 -21.965 0.751 8.513
H80 -22.533 0.724 10.046
H81 -23.731 0.442 8.871
H82 -22.546 -4.449 11.418
H83 -21.019 -3.452 11.794
H84 -20.834 -4.680 10.706
C43 -24.078 -3.682 0.325
O43 -23.758 -2.369 -0.012
C44 -24.595 -1.418 0.397
O44 -25.662 -1.631 1.019
O45 -24.096 -0.276 0.019
C45 -24.633 0.911 0.550
H85 -25.062 -3.986 -0.033
H86 -24.113 -3.820 1.406
H87 -23.316 -4.205 -0.253
H88 -24.123 1.744 0.066
H89 -24.561 1.000 1.634
H90 -25.677 0.969 0.245

***

No. 2
Here is C2H4N4O2 in the gas phase in a non-equilibrium geometry from the Open Molecules 2025 dataset. Energies are from the ωB97M-V functional and the def2-TZVPD basis.

Calculated values
E_tot (Ha): -447.96182
Orbital gap (Ha): 0.379
ΔE to the lowest compared entry with this formula, charge and spin (kJ/mol): 369.1
2S+1: 1
Total charge: 0
HOMO energy (Ha): -0.370

Element x y z (Å)
H1 2.677 -1.706 -0.356
N1 1.889 -1.731 0.330
C1 0.991 -0.889 0.153
N2 0.749 0.237 -0.866
C2 -0.398 0.896 -0.739
O1 -1.173 1.460 -1.583
N3 -1.098 0.044 0.387
O2 -0.695 0.882 1.570
N4 -0.304 -1.096 0.434
H2 1.796 0.759 -1.176
H3 -1.419 1.463 1.701
H4 -0.319 -1.469 1.463

***

No. 3
Here is a molecular structure, C28H23MoN3S in a non-equilibrium geometry from the Open Molecules 2025 dataset. Energies are from the ωB97M-V functional and the def2-TZVPD basis.

Calculated values
E_tot (Ha): -1710.86815
Orbital gap (alpha / beta) (Ha): 0.249 / 0.262
ΔE to the lowest compared entry with this formula, charge and spin (kJ/mol): 52.0
2S+1: 3
Total charge: +2
HOMO energy (alpha / beta) (Ha): -0.529 / -0.538

Element x y z (Å)
Mo1 -0.206 0.121 -0.013
S1 -2.999 -2.979 -0.524
C1 -3.052 -2.820 1.175
C2 -2.039 -2.056 1.677
C3 -1.191 -1.540 0.669
C4 -1.588 -1.983 -0.605
C5 -0.679 -1.958 -1.745
C6 -0.722 -2.808 -2.842
C7 0.344 -2.815 -3.722
C8 1.432 -1.975 -3.490
C9 1.387 -1.113 -2.422
N1 0.343 -1.077 -1.573
H1 -3.846 -3.295 1.731
H2 -1.930 -1.862 2.735
H3 -1.566 -3.470 -2.977
H4 0.343 -3.488 -4.569
H5 2.298 -1.993 -4.135
H6 2.196 -0.429 -2.208
N2 1.205 1.194 0.222
C10 2.028 2.149 0.531
C11 3.140 2.537 -0.310
C12 3.152 2.200 -1.673
C13 4.245 2.501 -2.455
C14 5.345 3.146 -1.894
C15 5.331 3.514 -0.554
C16 4.238 3.217 0.237
C17 1.773 2.842 1.816
C18 1.666 2.083 2.987
C19 1.456 2.719 4.200
C20 1.318 4.102 4.244
C21 1.399 4.853 3.078
C22 1.644 4.231 1.865
H7 2.270 1.757 -2.119
H8 4.244 2.248 -3.507
H9 6.211 3.364 -2.503
H10 6.177 4.033 -0.124
H11 4.247 3.477 1.287
H12 1.800 1.008 2.942
H13 1.418 2.138 5.112
H14 1.162 4.595 5.194
H15 1.282 5.927 3.121
H16 1.717 4.809 0.952
N3 -1.398 1.301 1.534
C23 -2.488 2.103 0.969
C24 -3.492 2.599 1.784
C25 -4.516 3.351 1.227
C26 -4.529 3.614 -0.135
C27 -3.519 3.127 -0.950
C28 -2.499 2.371 -0.394
H17 -1.786 0.737 2.285
H18 -0.733 1.924 1.995
H19 -3.476 2.403 2.851
H20 -5.306 3.732 1.859
H21 -5.325 4.207 -0.566
H22 -3.529 3.336 -2.011
H23 -1.682 2.010 -1.021

***

No. 4
Here is a molecular structure, C4H2FIO2S2 in a non-equilibrium geometry from the Open Molecules 2025 dataset. Energies are from the ωB97M-V functional and the def2-TZVPD basis.

Calculated values
E_tot (Ha): -1497.84255
Orbital gap (alpha / beta) (Ha): 0.212 / 0.268
2S+1: 1
Total charge: 0
HOMO energy (alpha / beta) (Ha): -0.343 / -0.331

Element x y z (Å)
C1 -0.827 -0.209 -0.963
C2 -0.078 0.479 -1.935
C3 -1.169 0.520 0.199
C4 -0.675 1.814 0.010
O1 1.383 0.479 1.201
O2 1.746 -1.310 2.852
F1 1.286 -1.719 0.321
S1 0.196 2.114 -1.405
S2 0.997 -0.807 1.768
I1 -2.167 -0.298 1.882
H1 -1.072 -1.265 -1.112
H2 0.379 0.202 -2.819